Formula: C10H6NO5Re
Source: the OMol25 dataset
Level of theory: ωB97M-V/def2-TZVPD

The geometry in XYZ format:
```
23
Properties=species:S:1:pos:R:3:forces:R:3:mulliken_spin:R:1
O -1.2057 4.3936 0.1984 1.5593 -4.9433 -1.2080 -0.0019
C -0.8827 3.3256 -0.0788 -0.8265 1.7162 -0.0074 0.0113
Re 0.1630 -1.3157 -1.6172 0.9886 0.5702 3.1016 2.1144
C -0.7715 -2.7882 -0.6601 -3.1565 -5.9456 3.3604 0.0277
O -1.3047 -3.6646 -0.1050 2.4393 4.1764 -2.5576 0.1305
C 0.3896 -2.5903 -3.0924 1.2062 -4.7772 -5.3259 -0.0610
O 0.5334 -3.3628 -3.9529 -0.7343 3.5606 3.9330 0.1344
C 1.8730 -0.4460 -2.1404 6.4733 2.5121 -1.8286 -0.0353
O 2.8847 0.0446 -2.4572 -4.6980 -2.1412 1.4393 0.1265
C -1.2298 -0.2827 -2.4744 -6.3838 4.5831 -3.6060 0.1286
O -2.0773 0.3280 -3.0061 3.7783 -2.8299 2.1883 0.3097
H -0.4963 1.6824 -0.6428 -0.7198 3.2325 1.4033 0.0344
C 0.1376 1.1146 2.8007 0.1013 -0.0732 -0.0876 0.0333
C 1.3344 0.9700 2.0902 0.2957 -0.1237 -0.2803 0.0017
C 1.3704 0.1619 0.9586 0.2916 0.3474 0.1655 0.0121
N 0.2657 -0.4936 0.5091 0.0990 0.3965 -1.3000 0.0291
C -0.8920 -0.3818 1.2134 -0.4379 0.3158 0.3497 0.0111
C -0.9820 0.4117 2.3532 -0.3441 -0.2803 -0.2593 0.0031
H 0.0738 1.7681 3.6745 0.0636 -0.2455 -0.2071 0.0005
H 2.2512 1.4908 2.3760 -0.3033 -0.1741 0.0414 -0.0001
H 2.2894 0.0619 0.3656 -0.4232 -0.0278 0.4550 -0.0032
H -1.7780 -0.9054 0.8282 0.4406 0.1814 0.2723 -0.0063
H -1.9462 0.4778 2.8595 0.2904 -0.0304 -0.0420 -0.0003
```
Positions in Å, forces in eV/Å.

Computed properties:
energy	-892.4991	Ha
charge	+3
F_max	8.6	eV/A
<S²>	3.782
spin multiplicity	4
gap between HOMO and LUMO (alpha / beta)	5.512 / 5.503	eV
LUMO level (alpha / beta)	-15.38 / -15.98	eV
relative energy (zero: lowest compared OMol25 entry of this formula, charge and spin)	12.39	kJ/mol

---

Formula: C35H44Cl2NOP3Pb
Source: the OMol25 dataset
Level of theory: ωB97M-V/def2-TZVPD

The geometry in XYZ format:
```
87
Properties=species:S:1:pos:R:3:forces:R:3:lowdin_charge:R:1
P 1.5010 1.3825 -3.4314 0.0285 -0.5730 1.6047 1.2084
C 3.1489 1.3321 -2.8471 1.0411 -0.5664 0.1624 -0.3542
C 3.9775 0.6810 -3.8113 -0.2054 0.9490 0.3321 -0.0923
H 3.5246 -0.0307 -4.4931 0.0848 0.2029 -0.2458 0.1082
C 5.3013 1.0635 -3.9353 0.3789 -0.2532 0.0616 -0.0514
H 5.8645 0.6926 -4.7970 0.0027 0.0739 0.5197 0.1249
C 5.8760 1.9273 -2.9908 -0.5533 -0.1267 -0.2481 -0.0224
H 6.9148 2.2344 -3.1162 -0.3139 -0.0464 0.1531 0.1245
C 5.1102 2.3816 -1.9008 0.3051 -0.1374 0.1612 -0.0459
H 5.6040 2.9860 -1.1304 -0.3218 -0.3134 -0.2745 0.1259
C 3.7533 2.0851 -1.8004 -0.0712 -0.0005 -0.7366 -0.0471
H 3.1787 2.4018 -0.9284 0.0477 0.2358 -0.4436 0.1152
C 0.6802 -0.1741 -3.4782 -0.9619 -0.6490 0.3264 -0.3541
C 1.2374 -1.3919 -3.0056 -0.1342 0.4379 -0.4661 -0.0852
H 2.0575 -1.3774 -2.2910 0.0732 0.0447 -0.3428 0.1053
C 0.7067 -2.5945 -3.4552 -0.2041 -0.2921 -0.0367 -0.0652
H 1.1500 -3.5447 -3.1362 -0.1655 0.4248 -0.0915 0.1192
C -0.3782 -2.6101 -4.3476 0.1456 0.2301 0.0027 -0.0453
H -0.7323 -3.5511 -4.7780 0.1546 0.3243 0.2268 0.1233
C -1.0147 -1.4108 -4.6908 -0.4401 -0.1194 0.0824 -0.0609
H -1.8803 -1.4037 -5.3628 0.3017 -0.1223 0.3714 0.1256
C -0.5494 -0.2043 -4.1926 0.9713 -0.1967 -0.0116 -0.0805
H -1.0620 0.7308 -4.3861 0.0378 -0.0366 -0.3353 0.1145
C 0.5557 2.8065 -3.0164 -0.4156 1.3121 -0.4953 -0.3378
C 0.7647 3.7291 -4.0864 -0.7581 -0.5745 0.8657 -0.0948
H 1.5185 3.5040 -4.8275 0.0291 0.0901 -0.1541 0.1026
C -0.0489 4.8375 -4.2275 -0.1762 0.4219 0.0573 -0.0461
H 0.0976 5.4511 -5.1195 -0.1871 0.0375 0.4546 0.1256
C -1.0284 5.1212 -3.2645 0.4928 -0.4562 -0.3077 -0.0223
H -1.6596 6.0023 -3.3978 0.1452 -0.3445 0.2010 0.1250
C -1.1724 4.2685 -2.1548 -0.1647 0.3136 -0.0104 -0.0491
H -1.9174 4.5300 -1.3948 0.3753 -0.1888 -0.2426 0.1237
C -0.4058 3.1132 -2.0101 0.4945 0.0333 -0.6966 -0.0663
H -0.5125 2.5172 -1.1031 0.0519 -0.0245 -0.2904 0.0921
Pb 0.6044 -0.4730 3.2336 -1.3457 -1.2040 4.0032 0.8558
C -1.8051 -1.3706 1.9598 1.0091 0.3697 0.9910 -0.0611
C -2.1926 -1.3495 0.6876 -0.0913 -0.6393 1.0543 -0.3937
H -2.2241 -1.6971 2.9088 -0.8716 -0.5547 -0.6695 0.0037
C -1.3230 -0.6522 -0.3732 -1.0935 1.0074 -0.7210 -0.3678
O -2.1716 0.3332 -1.0377 0.0868 0.2562 0.2574 -0.0610
H -1.6591 0.9632 -1.5786 -0.0711 -0.5980 0.3256 0.0572
C -0.2325 -0.0588 0.3410 2.1897 0.3676 1.9564 -0.0241
H -1.0302 -1.2934 -1.1926 0.6076 -0.6752 0.0636 0.1146
C 0.5395 0.1908 1.3302 0.1187 2.8619 -8.2311 -0.4578
Cl -0.5159 -1.2774 5.3552 0.5455 0.1221 -0.6058 -0.0269
Cl 2.6125 1.4467 3.2034 -0.2879 -0.8106 0.1230 -0.0893
P 1.7485 -2.7506 2.0888 0.1762 -0.4940 0.8105 0.7487
C 2.5748 -3.3088 3.6219 0.1914 -0.1043 -0.1798 -0.2734
H 1.8158 -3.6329 4.3499 0.2473 0.1156 -0.2028 0.0528
H 3.1395 -2.4644 4.0499 -0.1201 -0.3566 -0.1097 0.0545
H 3.2625 -4.1339 3.3907 -0.1639 0.1475 0.2612 0.0575
C 0.6403 -4.1299 1.6354 -0.1245 0.0805 -0.0545 -0.2495
H 0.1828 -3.9106 0.6563 0.1338 -0.1391 0.3568 0.0341
H -0.1575 -4.2043 2.3931 0.3153 -0.0404 -0.3008 0.0541
H 1.2105 -5.0724 1.5852 -0.2487 0.3032 0.0113 0.0659
C 3.0600 -2.7401 0.8154 0.0288 0.3025 -0.0191 -0.2351
H 3.5440 -1.7472 0.8391 -0.0422 -0.5105 -0.1084 0.0534
H 2.6149 -2.9124 -0.1807 0.2335 0.0905 0.4322 0.0352
H 3.7963 -3.5294 1.0501 -0.2948 0.3556 -0.2177 0.0632
P -3.6976 -2.1480 0.0766 1.9084 1.3707 0.5297 0.8617
C -4.3018 -3.2182 1.3614 -0.4273 -0.2958 -0.1559 -0.1662
C -3.2310 -3.0647 -1.3908 -0.5165 -0.3490 -0.1649 -0.1622
H -4.4050 -2.6681 2.3079 0.0072 -0.1478 -0.3899 0.0753
H -3.6257 -4.0759 1.4974 -0.2595 0.3169 -0.0564 0.0791
H -5.2846 -3.5581 1.0025 0.1667 -0.1444 0.3948 0.0745
H -2.9038 -2.3894 -2.1953 -0.1889 -0.1510 0.2993 0.0576
H -4.1478 -3.5925 -1.6928 0.4127 -0.0695 -0.2881 0.0742
H -2.4322 -3.7872 -1.1629 -0.3503 0.2268 -0.0139 0.0737
C -4.8598 -0.8587 -0.3329 -0.5997 -0.3802 -0.1912 -0.1633
H -5.0566 -0.2465 0.5591 0.0041 -0.2644 -0.2739 0.0839
H -5.7672 -1.3867 -0.6603 -0.0592 0.5424 0.0011 0.0714
H -4.4412 -0.2254 -1.1275 -0.1887 -0.3150 0.2863 0.0593
H 1.4924 0.8271 1.2779 -1.0998 -0.7300 0.3343 0.0016
N -1.1303 2.0590 2.9078 1.5443 -0.0039 -2.0272 0.0687
C -1.1384 2.2848 4.2563 -0.3952 -0.0692 1.9480 -0.3891
C -0.0185 2.8509 4.8971 -0.1464 -0.2171 -0.2991 -0.0881
C 0.0119 2.9598 6.2839 -0.5537 -0.1122 -0.0756 -0.0747
C -1.0843 2.5301 7.0425 0.0673 -0.0280 0.0493 -0.0914
C -2.1945 1.9548 6.4144 0.2513 0.1371 -0.3291 -0.0962
C -2.2292 1.8173 5.0260 0.7207 0.4069 0.0190 -0.0738
H -0.4263 2.5116 2.3029 -0.8368 -0.2878 0.8418 0.1042
H -1.8987 1.6397 2.4225 -0.3046 0.0570 0.1173 0.0825
H 0.8533 3.1273 4.2936 -0.4313 0.0378 0.3052 0.0525
H 0.8922 3.3852 6.7613 -0.2225 -0.0968 -0.0352 0.1114
H -1.0649 2.6279 8.1293 -0.0169 -0.0365 -0.3503 0.1061
H -3.0426 1.6030 6.9968 0.1992 0.0782 -0.0219 0.1073
H -3.0640 1.3295 4.5209 0.0987 0.1609 0.1668 0.1053
```
Positions in Å, forces in eV/Å.

Computed properties:
energy	-3626.5988	Ha
charge	+2
F_max	8.7	eV/A
spin multiplicity	1
gap between HOMO and LUMO (alpha / beta)	3.582 / 4.149	eV
LUMO level (alpha / beta)	-7.77 / -7.19	eV
relative energy (zero: lowest compared OMol25 entry of this formula, charge and spin)	540.77	kJ/mol

---

Formula: C10H21N5O4
Source: the OMol25 dataset
Level of theory: ωB97M-V/def2-TZVPD

The geometry in XYZ format:
```
40
Properties=species:S:1:pos:R:3:forces:R:3:lowdin_charge:R:1
H 3.7655 -0.8142 -1.4106 -0.6605 -0.3346 0.1770 0.0526
N 2.7871 -0.9883 -1.1337 -0.2123 0.2655 0.4790 0.1267
C 2.1460 -1.6213 -2.0371 -0.5702 0.3981 0.6371 -0.5826
N 2.6863 -1.9644 -3.2418 1.4372 -0.1882 -1.0387 0.1020
N 0.7979 -2.0101 -1.9792 0.9651 -0.3552 0.2865 0.0166
C -0.0373 -1.6250 -0.8355 1.4139 0.7284 -0.8527 -0.2182
C -1.4072 -2.1579 -1.0355 -1.1173 -0.4366 -0.1802 -0.2167
C -2.3134 -2.0429 0.1875 -0.2971 -0.0269 0.0042 -0.1432
C -2.5917 -0.5783 0.6718 -0.4514 -1.3274 0.6184 -0.2964
N -2.8560 0.3803 -0.3955 -0.5420 0.5610 -0.2935 0.0316
C -1.4808 -0.0889 1.6212 1.7614 -0.0276 0.6885 -0.4180
O -0.9780 -0.7549 2.5369 -1.3792 0.9264 -1.5247 0.0586
N -1.0536 1.1999 1.3168 0.9561 -0.1602 0.0574 0.0727
C 0.2179 1.7816 1.9841 -1.4858 -0.4683 -0.7771 -0.1048
C 0.0051 3.3002 2.1671 0.1049 -0.5644 -0.7031 -0.4720
O 0.8728 4.1101 2.3420 -0.6557 -0.4597 -0.0172 0.1376
O -1.2969 3.6222 2.0578 -0.0209 1.3852 0.5097 0.1043
C 1.4742 1.3608 1.1978 0.7637 -0.9762 0.3772 -0.3860
C 1.6692 2.1158 -0.0956 -0.1092 0.3375 -0.8188 -0.0492
O 2.6204 1.5267 2.0509 0.3030 -0.4658 -0.5083 -0.0359
H 2.4063 -2.8804 -3.5358 -0.0747 -0.3284 -0.3123 0.0867
H 3.7088 -1.8723 -3.2273 -0.7681 -0.1085 -0.2514 0.1029
H 0.3628 -1.8312 -2.8753 -0.1044 -0.1377 0.0967 0.1277
H 0.4040 -2.0212 0.0936 -0.0321 0.3943 -0.3451 0.1392
H 0.0111 -0.5302 -0.9093 -0.4365 0.0238 1.1034 0.1127
H -1.9425 -1.6528 -1.8560 0.4259 0.0077 -0.0091 0.1102
H -1.3390 -3.2153 -1.3474 -0.0264 0.2847 0.2672 0.1243
H -3.2658 -2.5192 -0.1186 0.2181 0.3907 0.3619 0.1159
H -1.9364 -2.6357 1.0466 -0.1029 0.5136 -0.4229 0.1245
H -3.4947 -0.6847 1.2887 0.2330 0.0411 0.3008 0.1442
H -3.5132 0.0264 -1.0873 0.3713 -0.4450 0.0264 0.0899
H -3.3975 1.1571 -0.0071 0.3829 -0.0959 0.0311 0.0923
H -1.2740 1.4234 0.3246 0.4947 0.0536 0.9655 0.1217
H 0.1866 1.3779 2.9989 0.4050 -0.3096 -0.1653 0.1613
H -1.8609 2.8394 2.0154 0.3208 -0.2852 -0.1153 0.0894
H 1.3846 0.2603 0.9731 -0.1813 0.9842 0.1529 0.1286
H 1.8689 3.1824 0.0554 -0.3353 -0.1389 0.2715 0.0848
H 2.5335 1.7624 -0.6896 -0.5429 -0.2946 0.4239 0.0741
H 0.7603 1.9928 -0.7144 0.4077 0.1537 0.0009 0.0818
H 3.3696 1.0696 1.6024 -0.8584 0.4855 0.4985 0.1083
```
Positions in Å, forces in eV/Å.

Computed properties:
energy	-968.4147	Ha
charge	0
F_max	2.3	eV/A
SMILES	[H]/N=C(\N)NCCC[C@H](N)C(=O)N[C@H](C(=O)O)[C@@H](C)O
spin multiplicity	1
gap between HOMO and LUMO	9.704	eV
LUMO level	0.34	eV
relative energy (zero: lowest compared OMol25 entry of this formula, charge and spin)	129.68	kJ/mol